(1)
17
Properties=species:S:1:pos:R:3 method="wB97M-V/def2-TZVPD" energy_ha=-706.6000 lumo_ev="0.291 / -2.881" orbital_gap_ev="10.56 / 6.98" relative_energy_kj_mol=113.7 multiplicity=2 homo_energy_ha="-0.3773 / -0.3622" total_charge=0
C 1.51 -1.19 -1.27
C 0.28 -0.31 -1.44
S 0.74 1.44 -0.85
H 1.79 -1.11 -0.17
H 2.47 -0.85 -1.84
H 1.27 -2.31 -1.40
H -0.56 -0.74 -0.90
H -0.14 -0.06 -2.47
H -1.30 -0.30 2.60
H -1.81 0.99 1.82
O -2.08 0.14 2.24
H 2.45 0.75 1.81
H 1.16 0.55 2.11
O 2.07 0.53 2.64
H -2.36 0.15 -1.18
H -2.51 1.60 -0.78
O -2.98 0.73 -0.92



(2)
17
Properties=species:S:1:pos:R:3 method="wB97M-V/def2-TZVPD" energy_ha=-383.7616 lumo_ev=4.058 orbital_gap_ev=8.90 relative_energy_kj_mol=116.1 homo_energy_ha=-0.1780 total_charge=-1
C 1.07 0.07 0.64
O 0.19 -0.05 -0.43
C 1.44 1.48 1.05
H 2.13 -0.40 0.33
H 0.70 -0.39 1.58
H 2.42 1.57 1.56
H 0.52 1.81 1.60
H 1.55 2.20 0.15
H -0.21 -1.13 -2.99
H 0.33 -1.20 -1.52
O 0.45 -1.60 -2.43
H -2.07 0.72 1.09
H -0.87 0.51 -0.07
O -1.97 1.02 0.18
H -2.24 -1.37 -0.82
H -1.40 -1.28 0.17
O -2.04 -1.97 -0.09



(3)
22
Properties=species:S:1:pos:R:3 method="wB97M-V/def2-TZVPD" energy_ha=-497.9348 lumo_ev=-0.372 orbital_gap_ev=8.31 relative_energy_kj_mol=0.0 homo_energy_ha=-0.3191 total_charge=0
Cs -1.89 -0.54 0.50
B -0.07 0.92 -2.13
H -0.99 1.70 -2.20
H -0.36 -0.16 -2.58
H 0.92 1.34 -2.65
H 0.19 0.78 -0.97
C -0.29 2.25 1.78
O 0.50 1.35 2.01
N -0.74 2.60 0.54
N -0.88 2.99 2.78
H -1.45 3.32 0.50
H -0.57 1.97 -0.25
H -0.66 2.82 3.75
H -1.70 3.54 2.61
C 0.51 -3.13 -0.26
O -0.61 -3.20 0.26
N 0.71 -3.01 -1.60
N 1.64 -3.18 0.48
H 1.63 -2.76 -1.91
H 0.00 -3.25 -2.26
H 1.53 -3.28 1.48
H 2.57 -3.07 0.11



(4)
35
Properties=species:S:1:pos:R:3 method="wB97M-V/def2-TZVPD" energy_ha=-3426.2089 lumo_ev="-4.361 / -3.968" orbital_gap_ev="10.10 / 10.53" relative_energy_kj_mol=0.0 multiplicity=4 homo_energy_ha="-0.5316 / -0.5328" total_charge=+1
Cr 0.30 0.29 -0.18
C -0.39 -3.72 -0.43
F 0.13 -3.23 0.75
F 0.20 -4.87 -0.72
F -1.71 -3.89 -0.29
S 0.07 -2.29 -1.65
O 1.48 -2.15 -1.50
O -0.39 -2.80 -2.91
O -0.67 -1.16 -1.02
C -1.82 -0.51 3.51
F -3.06 -0.56 3.12
F -1.79 -0.33 4.78
F -1.25 -1.64 3.16
S -0.80 0.80 2.64
O -1.19 2.13 3.02
O 0.55 0.33 3.00
O -1.10 0.55 1.18
O 0.06 -0.06 -4.00
H -0.48 -0.86 -4.15
H -0.11 0.41 -4.85
O 0.44 4.30 -0.05
H 0.69 4.92 -0.75
H 0.14 4.83 0.68
O 1.34 -0.89 0.88
H 1.28 -0.46 1.92
H 1.16 -1.77 1.03
O 1.65 0.40 -1.69
H 2.20 -0.31 -1.45
H 1.20 0.30 -2.54
O 1.41 1.86 0.51
H 2.26 1.75 0.97
H 1.19 2.82 0.43
O -0.60 1.79 -1.21
H -0.88 2.68 -0.96
H -1.52 1.33 -1.22



(5)
18
Properties=species:S:1:pos:R:3 method="wB97M-V/def2-TZVPD" energy_ha=-343.2934 lumo_ev="2.856 / 2.753" orbital_gap_ev="1.76 / 8.92" relative_energy_kj_mol=133.6 multiplicity=2 homo_energy_ha="0.0405 / -0.2266" total_charge=-1
C -0.12 0.31 -1.42
N -0.51 0.82 -0.06
C 0.18 0.07 1.00
N 1.63 0.15 0.86
H -0.26 -0.75 -1.56
H -0.68 0.83 -2.22
H 0.87 0.64 -1.64
H -0.17 1.75 0.19
H -0.17 -0.98 1.00
H -0.18 0.46 1.98
H 2.18 -0.62 1.20
H 1.84 -0.03 -0.22
H -0.98 -4.49 -3.70
H -2.33 -4.93 -3.17
O -1.44 -5.27 -3.35
H 0.01 3.19 3.54
H -0.06 4.70 4.18
O 0.20 4.13 3.40



(6)
18
Properties=species:S:1:pos:R:3 method="wB97M-V/def2-TZVPD" energy_ha=-343.3815 lumo_ev=0.681 smiles=CNCN.O.O orbital_gap_ev=10.71 relative_energy_kj_mol=30.5 homo_energy_ha=-0.3687 total_charge=0
C 0.70 -1.78 -0.88
N 0.75 -0.33 -1.07
C -0.50 0.35 -0.70
N -0.62 0.59 0.74
H 1.65 -2.21 -1.17
H -0.11 -2.24 -1.47
H 0.50 -2.03 0.16
H 0.94 -0.13 -2.05
H -0.51 1.32 -1.20
H -1.36 -0.21 -1.06
H 0.16 1.18 1.00
H -0.51 -0.29 1.23
H -2.20 1.36 1.33
H -3.74 1.38 1.30
O -2.96 1.80 1.72
H 3.18 0.16 1.22
H 2.07 0.30 0.10
O 2.58 0.77 0.80



(7)
18
Properties=species:S:1:pos:R:3 method="wB97M-V/def2-TZVPD" energy_ha=-343.3567 lumo_ev=0.652 smiles=NCCN.O.O orbital_gap_ev=9.23 relative_energy_kj_mol=95.7 homo_energy_ha=-0.3151 total_charge=0
C -0.27 0.86 0.62
C -1.07 1.48 1.79
N -0.30 1.42 3.08
N -0.76 1.23 -0.72
H -0.34 -0.22 0.83
H 0.80 1.05 0.67
H -2.01 0.96 1.91
H -1.29 2.53 1.59
H -0.33 0.43 3.33
H 0.66 1.60 2.81
H -1.74 1.39 -0.56
H -0.28 2.05 -1.05
H -0.77 -2.46 -1.92
H 0.67 -2.11 -2.11
O -0.20 -1.71 -1.99
H 2.05 -3.35 -3.28
H 2.89 -2.23 -2.58
O 2.27 -2.94 -2.42



(8)
19
Properties=species:S:1:pos:R:3 method="wB97M-V/def2-TZVPD" energy_ha=-418.5558 lumo_ev="3.519 / 3.389" orbital_gap_ev="2.66 / 8.80" relative_energy_kj_mol=111.1 multiplicity=2 homo_energy_ha="0.0315 / -0.1988" total_charge=-1
C 2.01 0.42 -0.50
N 1.59 0.81 2.20
C 0.61 1.12 1.28
N 0.76 1.03 -0.07
H 2.34 0.67 -1.55
H 1.93 -0.66 -0.29
H 2.85 0.69 0.14
H 2.57 0.86 1.96
H 1.38 0.70 3.18
H -0.25 1.76 1.57
H -0.67 -0.88 -2.29
H -0.26 -0.20 -0.87
O -0.82 -0.88 -1.35
H -3.16 1.63 -1.13
H -1.96 2.44 -1.40
O -2.89 2.56 -1.16
H -2.17 -3.99 -0.67
H -2.08 -3.72 0.81
O -1.78 -4.34 0.14



(9)
20
Properties=species:S:1:pos:R:3 method="wB97M-V/def2-TZVPD" energy_ha=-493.5807 lumo_ev=-5.020 orbital_gap_ev=4.20 relative_energy_kj_mol=907.1 homo_energy_ha=-0.3387 total_charge=0
C 0.93 -1.51 0.20
N 0.01 -0.44 0.41
C 0.47 0.81 0.82
N -0.60 1.42 1.59
O 0.70 1.59 -0.29
H 0.45 -2.45 0.46
H 1.81 -1.34 0.83
H 1.35 -1.46 -0.82
H -0.73 -0.38 -0.29
H 1.41 0.69 1.37
H -0.97 0.73 2.24
H 1.70 1.46 -0.49
H 3.61 0.39 -0.92
O 2.77 0.35 -0.45
H -2.09 -0.36 -1.26
H -1.98 -1.16 -2.66
O -1.48 -0.88 -1.89
H -3.34 0.76 0.19
H -1.35 1.66 0.95
O -2.68 0.08 0.00



(10)
18
Properties=species:S:1:pos:R:3 method="wB97M-V/def2-TZVPD" energy_ha=-302.3829 lumo_ev=0.868 smiles=NCN.NCN orbital_gap_ev=9.57 relative_energy_kj_mol=49.4 homo_energy_ha=-0.3198 total_charge=0
N -0.78 -0.99 -1.94
C -1.94 -0.49 -1.18
N -3.19 -0.47 -1.95
H -1.19 -1.70 -2.54
H -0.52 -0.30 -2.63
H -2.08 -1.16 -0.33
H -1.68 0.52 -0.83
H -3.07 0.18 -2.74
H -3.81 0.14 -1.41
N 1.43 -0.57 1.19
C 2.00 0.24 2.22
N 2.79 1.45 1.83
H 2.15 -0.99 0.62
H 0.79 -0.08 0.57
H 1.18 0.70 2.80
H 2.59 -0.41 2.87
H 2.69 1.82 0.90
H 2.66 2.11 2.58



(11)
18
Properties=species:S:1:pos:R:3 method="wB97M-V/def2-TZVPD" energy_ha=-686.5454 lumo_ev=-3.515 orbital_gap_ev=9.36 relative_energy_kj_mol=132.6 homo_energy_ha=-0.4730 total_charge=+1
C -0.71 0.16 0.55
C -1.20 -0.61 -0.72
S -0.01 -0.56 -2.07
N -0.72 1.73 0.39
H -1.36 -0.07 1.38
H 0.15 -0.20 0.97
H -1.43 -1.67 -0.42
H -2.18 -0.13 -0.98
H 0.87 0.45 -1.74
H -1.40 1.99 -0.32
H -1.02 2.08 1.28
H 0.25 2.03 0.07
H 1.23 1.73 3.67
H 1.01 3.03 2.76
O 0.89 2.11 2.80
H 1.66 -2.74 -0.60
H 1.21 -3.40 0.78
O 1.31 -2.55 0.27



(12)
18
Properties=species:S:1:pos:R:3 method="wB97M-V/def2-TZVPD" energy_ha=-686.5527 lumo_ev=-3.426 orbital_gap_ev=9.54 relative_energy_kj_mol=113.5 homo_energy_ha=-0.4764 total_charge=+1
C 0.15 -0.52 1.07
C -1.27 0.00 1.44
S -2.35 0.75 0.20
N 0.89 0.70 0.47
H 0.65 -0.75 2.01
H 0.23 -1.36 0.42
H -1.73 -0.96 1.70
H -1.08 0.81 2.17
H -2.87 -0.37 -0.30
H 0.77 1.32 1.28
H 1.91 0.54 0.39
H 0.56 1.18 -0.39
H 3.44 -1.15 -1.71
H 3.98 -0.79 -0.24
O 3.22 -1.03 -0.79
H 1.09 -0.10 -2.84
H 1.32 -0.92 -1.55
O 0.60 -0.39 -2.06



(13)
18
Properties=species:S:1:pos:R:3 method="wB97M-V/def2-TZVPD" energy_ha=-363.7670 lumo_ev="0.411 / 0.397" orbital_gap_ev="5.54 / 9.64" relative_energy_kj_mol=68.0 multiplicity=2 homo_energy_ha="-0.1884 / -0.3396" total_charge=0
C -0.21 -1.10 -0.42
C 1.46 0.66 -1.09
N 1.04 -0.63 -1.00
H -0.69 -1.82 -1.07
H -0.80 -0.22 -0.18
H 0.06 -1.43 0.57
H 0.93 1.49 -0.64
H 2.29 0.90 -1.73
H 1.71 -1.34 -1.21
H -2.08 2.41 1.78
H -2.21 3.58 2.83
O -1.91 2.68 2.68
H 2.44 -3.62 1.41
H 1.48 -3.16 2.43
O 1.78 -2.93 1.54
H -2.00 1.73 -2.65
H -1.85 1.53 -1.21
O -1.42 1.28 -2.03



(14)
18
Properties=species:S:1:pos:R:3 method="wB97M-V/def2-TZVPD" energy_ha=-363.6459 lumo_ev=-2.953 orbital_gap_ev=11.91 relative_energy_kj_mol=13.0 homo_energy_ha=-0.5463 total_charge=+1
C 1.79 -0.68 0.85
O 1.13 -1.93 0.69
C 0.66 0.33 0.95
N -0.26 0.18 -0.20
H 2.30 -0.69 1.80
H 2.48 -0.46 0.03
H 1.61 -2.57 0.15
H 0.94 1.38 1.03
H 0.10 0.16 1.87
H 0.17 0.50 -1.07
H -0.47 -0.81 -0.38
H -1.16 0.66 -0.11
H -2.33 1.85 2.00
H -3.49 1.12 1.36
O -2.54 1.28 1.25
H -0.55 -0.84 -3.27
H -0.07 0.44 -3.90
O -0.31 0.07 -3.04